Record 1
36
Properties=species:S:1:pos:R:3:forces:R:3 method="wB97M-V/def2-TZVPD" spin_multiplicity=1 homo_lumo_gap_ev=7.2 homo_ha=-0.2816 lumo_energy_ev=-0.4514 relative_energy_kcal_mol=114.1
H -0.61344 2.91267 -1.15022 0.6038 0.1695 -0.1206
H -1.76544 -4.05233 1.37278 -0.9130 0.1080 0.1199
H 0.27356 0.16467 -0.56222 0.7652 -2.1383 -3.4697
H 0.26256 -1.85433 2.91378 0.3031 0.1917 -3.7133
H 0.81056 3.47767 -0.73322 2.5636 0.3583 -1.5571
H 0.57856 3.02967 1.57078 -1.1029 -2.8053 1.4574
H -1.37044 2.60067 -3.23822 0.3499 1.8659 -3.4244
O 0.28356 -1.84833 1.84478 0.8465 -2.0321 3.5478
O -1.38244 2.05767 -2.52122 0.4868 -3.4220 3.8283
H -2.60744 -1.06933 -0.77722 0.7175 -1.9888 1.2368
O 1.76056 -2.63433 -1.34322 2.7748 -0.1712 2.7980
H 0.72456 2.44867 2.93878 2.1391 1.0880 4.8977
O 0.58556 -0.51733 -2.15122 -1.4554 0.1013 0.4895
H 2.25656 0.21767 -1.60422 1.5409 0.9168 0.1959
H 2.82056 -0.59233 0.76778 -1.2209 -2.2680 1.1587
H -2.10444 -2.52133 0.23378 -1.0718 3.1437 -2.7299
C 1.47856 0.54867 -2.27322 0.6282 -4.3286 -0.2507
O -2.09144 -3.19433 1.71678 1.3495 -1.3258 0.0348
H 0.94256 1.30867 -1.89322 -0.7308 4.0494 0.9604
H -0.84844 1.20867 -2.62722 -0.8725 1.0960 -0.3640
H -2.97244 1.28567 1.35978 0.3787 -1.6267 -0.0884
H 1.23356 -1.81733 -1.57122 -0.1444 0.7476 -0.5071
H 1.83156 0.64967 -3.27622 0.4768 0.6365 -0.8017
O -2.92244 0.33267 1.66878 -1.3343 2.7011 2.3378
H 3.38456 0.37367 0.16878 0.6516 1.9824 -0.4924
O -0.27444 0.34667 0.19678 -0.5435 1.1759 2.8821
H -1.21344 -2.86233 2.00078 -0.9111 0.6600 -0.1119
O -2.13444 -1.94833 -0.69022 0.1273 -0.8037 1.3568
H 0.67256 -2.75833 1.60178 -0.5251 2.1405 0.1896
H -0.19744 -0.41133 0.84578 -0.1434 0.1978 -0.5505
O -0.04444 3.32367 -0.45622 -2.9774 -0.5430 1.6819
H 2.52956 -2.36333 -0.68722 -2.4727 -0.7318 -2.2774
H -3.32744 0.52567 2.59778 1.0285 -1.0790 -2.2212
H 0.18356 1.12967 0.59778 -0.5423 -0.1063 0.6319
O 0.37456 2.18267 2.17178 -1.2377 1.7288 -6.4663
O 2.88256 0.31967 0.98678 0.4674 0.3113 -0.6588

Record 2
37
Properties=species:S:1:pos:R:3:forces:R:3 method="wB97M-V/def2-TZVPD" spin_multiplicity=1 homo_lumo_gap_ev=10.3 homo_ha=-0.3699 lumo_energy_ev=0.2638 smiles=CN.O.O.O.O.O.O.O.O.O.O
H -3.04113 -2.18548 4.08566 0.5469 0.4013 -0.3064
O 1.80113 1.49140 1.41622 0.2546 1.8586 -0.0617
O -3.21896 -1.33476 0.59325 0.0510 -0.1245 0.0604
H -1.82173 0.39119 3.25482 -0.2408 0.2821 -0.3791
H 4.07670 1.77054 -0.78751 -0.4015 -0.2838 0.7798
H -2.30192 -1.52941 0.37516 0.1465 -0.3025 -0.0328
H -1.74224 -1.79072 3.06420 0.3762 -0.9296 0.1446
H -0.69801 -2.24686 -2.12235 -0.3005 0.6857 -0.1728
H 2.19771 1.93695 2.17465 -0.2179 -0.1765 -0.0354
O -2.56158 1.01808 -0.32503 0.9718 -0.9363 0.5781
H -3.40716 0.28576 4.05473 -0.4938 0.7326 0.3896
O 2.88992 -0.94032 -1.39501 0.2544 1.0260 -0.1879
H -1.77429 0.39775 -2.00854 0.4469 0.3024 -0.7396
O -0.06818 2.19127 -0.62790 1.5398 -0.7173 1.0766
H 2.21481 -1.05708 0.19867 -1.3144 0.3482 0.3698
H -3.19851 -1.24447 1.57234 -0.1563 -0.2289 -0.0286
H 0.61302 0.50274 -3.51863 -0.2347 -0.4620 -0.0441
H 0.48195 -2.98771 -1.75961 0.6272 0.4010 0.3294
H -2.99286 0.14910 -0.25144 -0.0609 -0.3225 0.7989
O -1.45446 0.50347 -2.93401 0.0645 0.8567 0.3026
H -1.83544 -0.16761 4.87530 -0.5815 0.2917 0.1564
O 0.16134 -2.07223 -1.72290 -0.4513 -1.0553 -0.1652
O 1.81642 -1.12069 1.14983 -1.0067 1.5309 -2.6161
H 1.62750 0.58074 1.62902 -0.0282 -1.5666 0.3030
H -3.15046 1.47976 -0.87224 -1.1742 1.5571 -1.2032
H -1.04072 1.40071 -2.94091 -0.7004 -0.9376 0.2438
H 0.71158 2.09705 0.02750 -1.9584 0.1050 -1.2113
O 1.40370 0.64852 -2.99868 -0.0129 1.1905 1.2511
C -2.44202 -0.15151 3.95702 0.9930 -1.1858 0.3648
O 3.93245 1.03475 -0.16291 0.8956 0.6558 -0.2840
H -0.74612 1.52953 -0.35818 0.5312 0.6820 -0.0092
N -2.62718 -1.51383 3.43572 -0.5034 0.5454 -0.4303
H 3.15303 1.18410 0.41602 0.1635 0.4767 -0.4510
H 1.05221 1.08668 -2.16952 0.2784 -0.4788 -1.1279
H 2.49043 -1.66537 1.43155 2.1342 -2.1025 2.0060
H 3.47968 -0.16345 -1.16814 -0.3548 -1.2119 0.1782
H 2.30718 -0.47862 -2.04755 -0.0833 -0.9072 0.1536

Record 3
40
Properties=species:S:1:pos:R:3:forces:R:3 method="wB97M-V/def2-TZVPD" spin_multiplicity=1 homo_lumo_gap_ev=8.6 homo_ha=-0.3720 lumo_energy_ev=-1.5073 relative_energy_kcal_mol=104.1
O 1.44337 -0.20968 0.73963 1.6665 1.6929 0.7881
O 1.60638 1.14632 3.20263 3.8228 0.0797 4.1917
H 3.10738 -2.98768 -0.52937 -0.9090 1.6091 -0.7461
H -2.51163 -1.50168 -0.44337 -0.0484 0.3274 0.3864
H -4.07563 -1.82468 -0.88037 -0.6680 -0.9988 -1.9768
O -3.64263 1.98232 -0.48537 -1.6736 -0.5951 -0.0559
H -0.92963 -4.87768 0.97663 0.1985 3.2364 2.0758
H 1.68737 -0.19168 -1.67637 1.1497 -0.8937 0.0307
H 2.35137 1.79632 -1.23537 -1.2497 0.4414 -0.2494
C 0.40637 -0.68168 0.37663 -0.5626 0.0411 0.3528
O -0.59663 -3.26068 -2.02237 -5.3017 4.8169 5.5264
O -0.72463 0.09732 0.31763 -2.0170 -5.1015 -1.7097
O -0.86663 -3.95668 1.51663 -1.0759 -4.2292 -1.3831
O -2.44863 4.26832 0.69163 0.3081 -3.5766 -1.9394
O 2.64438 -2.17568 -0.89837 0.3845 -1.4812 1.2133
H -1.56363 3.75732 0.82662 -1.7975 1.4800 -0.3436
H 0.53837 0.57932 -1.92437 -1.8241 0.7055 0.0951
H 0.66537 2.89832 -0.11437 1.5897 -0.2578 -1.7057
O 1.40537 0.50332 -2.26637 0.7967 -0.3690 -0.3799
N -3.50863 -1.46168 -0.16837 0.5062 -2.5322 1.2372
H -2.82463 1.78432 -0.96837 -0.8733 0.0974 -0.6290
H -0.61263 0.96132 0.50163 1.4272 4.7965 1.4966
H -3.90363 -0.57468 -0.03037 0.1081 2.2366 0.8833
H 1.82237 -2.05868 -0.32037 1.2758 -0.6613 -0.8395
H -0.47063 -3.40268 0.85963 0.7022 1.0170 -0.6572
H 0.97037 3.77532 1.15763 -2.2371 -2.1617 -1.7318
O 2.25437 2.77032 -1.11337 2.3750 -1.1198 -0.0621
H 1.74337 0.64532 2.46963 -0.2926 -1.7261 -3.6509
O 4.27337 0.10532 0.98863 -1.8970 -2.6767 -0.8400
H -2.95663 3.58932 0.04263 1.5915 2.5330 2.5028
H 3.23437 2.86532 -1.03337 -0.9556 1.0217 0.2266
H 0.86837 1.63632 3.32363 -3.5480 1.8278 -0.4137
H 0.06937 -3.61368 -2.43437 5.9474 -3.0292 -3.6754
O 0.26638 -1.87268 0.02463 -1.6213 -0.7241 -0.2769
H -3.72663 -2.12268 0.62063 0.8338 1.0075 -0.3694
H -4.51262 2.00932 -0.99637 2.4167 -0.0150 0.3317
H 3.42337 -0.52368 0.82763 2.8347 2.1986 0.3679
H 5.03237 -0.44968 0.69363 -0.9251 0.5740 0.3018
H -0.19463 -2.59968 -1.28937 -0.9302 -1.8600 -2.0180
O 0.25637 3.17632 0.67262 0.4729 2.2685 3.6452

Record 4
42
Properties=species:S:1:pos:R:3:forces:R:3 method="wB97M-V/def2-TZVPD" spin_multiplicity=1 homo_lumo_gap_ev=9.9 homo_ha=-0.2579 lumo_energy_ev=2.8650 relative_energy_kcal_mol=0.0 charge=-1
O 3.28583 -1.16411 -0.04518 -0.1463 -0.0490 0.4479
N 0.45428 0.43430 -0.78767 0.2953 0.0678 -0.1035
H -1.46012 -2.74978 -0.93920 0.1789 0.1040 0.1484
H -1.82906 -0.83289 -1.84614 -0.0233 -0.0401 -0.0337
O -0.11184 -0.38736 2.69476 -0.3425 0.3096 -0.0285
O -0.39362 2.52648 -0.95353 -0.1435 0.0353 0.1725
H -0.30271 0.57127 2.85026 0.0663 -0.2664 -0.0083
H -2.20580 -1.84627 0.82055 -0.0703 0.0581 0.2222
O -1.77907 0.75269 -0.97447 0.0753 0.1861 0.0731
O -2.35972 -0.94199 1.14903 0.0176 -0.1487 -0.2958
H -0.90713 -0.65985 2.17595 0.2297 0.1018 0.1558
H 1.93263 1.72396 1.58330 0.0938 -0.0321 -0.0543
H 0.62512 3.13765 0.15975 0.0928 -0.0828 0.0055
O 1.16555 -2.47630 1.21262 -0.1527 0.0715 0.0562
H -0.11836 2.83411 2.24937 -0.1016 -0.0012 0.0567
H 3.18873 -0.41107 0.57140 0.0873 0.0079 -0.2788
H 1.58632 0.33812 2.12568 0.1726 0.0346 -0.1732
H 2.01441 0.07299 -2.38659 -0.0628 -0.0414 -0.1535
H 1.26467 -1.60945 -3.26417 0.0394 -0.0444 -0.2448
H -3.41393 1.15865 1.53698 0.1226 0.3317 -0.0669
O -3.07627 2.00033 1.18505 -0.0096 -0.5181 -0.0919
O -1.21037 -3.19568 -0.07197 -0.2806 -0.2420 -0.3351
H 0.27340 -0.50677 -0.47176 -0.1080 0.0322 0.0436
H -2.65905 1.71320 0.33778 -0.2085 0.2513 0.0928
O 1.21621 3.35570 0.94206 0.1502 0.0035 -0.1529
O 2.32208 0.84003 1.72098 -0.2053 0.0019 0.2530
H 1.27503 0.83428 -0.35851 0.0183 -0.0491 0.0748
O 2.61385 -0.64522 -2.64509 -0.0538 0.1774 0.3753
H 2.61869 -1.78211 0.32671 0.1004 0.0116 -0.2132
H -2.19456 -0.39206 0.34933 0.0448 0.0815 0.1152
H 0.41866 -1.32898 -4.52122 0.0393 -0.0845 0.0893
H 0.33782 -2.76377 0.77942 0.2074 -0.0026 0.0036
O -0.77504 2.32536 2.74856 -0.0606 -0.0124 -0.0172
H -1.59338 2.32500 2.20250 0.1644 0.0182 0.0712
H -0.95819 -1.77501 -2.73735 -0.1193 -0.0430 -0.0907
C -0.62497 1.30168 -0.89635 -0.1557 -0.3258 -0.1603
O -1.77397 -1.75336 -2.19286 0.1199 0.0859 0.0511
H 2.95514 -0.89678 -1.75087 0.0419 -0.1024 -0.1947
H 2.05721 3.64490 0.57203 -0.1598 0.0981 0.0263
H -1.41283 -4.12829 -0.19938 0.0413 0.0594 0.1103
O 0.50280 -1.95305 -3.79137 -0.0073 0.0855 0.0869
H 0.88710 -1.77977 1.83429 0.0119 -0.1284 -0.0340

Record 5
5
Properties=species:S:1:pos:R:3:forces:R:3 method="wB97M-V/def2-TZVPD" spin_multiplicity=1 homo_lumo_gap_ev=8.7 homo_ha=-0.3995 lumo_energy_ev=-2.1716 relative_energy_kcal_mol=85.2
B 0.77691 -0.75289 0.31654 -3.8289 3.2021 -1.6914
H 1.69826 -0.46372 -0.11373 3.5031 0.7956 -1.8037
H 0.23452 -1.25625 1.08860 -1.7425 -1.9050 2.3020
C -0.91924 0.87379 -0.61389 3.9937 -3.7662 1.5145
N -1.79045 1.59906 -0.67752 -1.9255 1.6734 -0.3214